P:
Density functional theory data (ωB97M-V/def2-TZVPD) for the molecule C9H12N2.

**LUMO energy**: 0.0284 hartree

```
! RIJCOSX wB97M-V def2-TZVPD def2/J DEFGRID3
* xyz 0 1
C -0.81 -1.54 -0.68
C -0.39 -0.01 -2.49
C -0.44 1.25 -2.96
C -0.28 2.37 -2.14
C -0.01 2.10 -0.82
C 0.13 0.74 -0.27
C 0.90 -0.55 1.61
C 1.34 -0.47 3.04
C -0.02 -1.01 2.67
H -0.09 -2.35 -0.54
H -1.38 -1.33 0.26
H -1.53 -1.89 -1.46
H -0.63 -0.86 -3.06
H -0.60 1.33 -4.06
H -0.41 3.39 -2.48
H 0.07 2.86 -0.04
H 1.30 -1.27 0.95
H 1.43 0.52 3.55
H 2.04 -1.19 3.39
H -0.85 -0.35 2.87
H -0.18 -2.07 2.87
N -0.11 -0.36 -1.18
N 0.52 0.71 0.95
*
```

Atom charges from the natural (NBO) analysis, given in e for atoms 1 to 2: C -0.409; C 0.051


Q:
Density functional theory data (ωB97M-V/def2-TZVPD) for C9H12N2 as an isolated structure.

**LUMO energy**: 0.0336 hartree

```
! RIJCOSX wB97M-V def2-TZVPD def2/J DEFGRID3
* xyz 0 1
C -2.29 -0.17 0.09
C -2.12 1.17 0.15
C -0.82 1.69 -0.08
C 0.26 0.80 -0.16
C 1.64 1.40 -0.23
C 2.46 0.17 0.62
C 1.33 -1.54 -0.03
C 0.00 -0.63 -0.12
C -1.34 -1.15 0.16
H -4.10 0.18 0.16
H -3.88 -1.58 -0.87
H -2.96 1.68 -0.07
H -0.77 2.81 0.04
H 2.02 1.08 -1.51
H 1.83 2.63 0.05
H 1.89 -0.08 1.57
H 3.68 0.44 1.00
H 2.81 -0.77 -1.29
H 1.42 -2.52 -0.63
H 1.41 -1.66 1.01
H -1.51 -2.23 0.50
N -3.64 -0.83 -0.04
N 2.67 -0.89 -0.32
*
```

Atom charges from the natural (NBO) analysis, given in e for atoms 1 to 2: C 0.160; C -0.297


Tell me which of them is the most stable. Sure, it is P.


P:
Density functional theory data (ωB97M-V/def2-TZVPD) for C28H26Br4N11O2S2Tl as an isolated structure.

**LUMO energy**: 0.1320 hartree

```
! RIJCOSX wB97M-V def2-TZVPD def2/J DEFGRID3
* xyz -2 1
Tl -0.06 -0.58 0.13
Br 2.77 -6.99 -2.17
C 1.59 -5.54 -1.84
C 0.49 -5.34 -2.66
Br 0.22 -6.45 -4.18
C -0.37 -4.29 -2.40
Br -1.92 -4.01 -3.48
C -0.21 -3.42 -1.32
O -1.01 -2.46 -1.08
C 0.99 -3.58 -0.49
O 1.26 -2.71 0.40
C 1.82 -4.66 -0.79
Br 3.33 -4.91 0.35
S -1.88 -1.29 2.04
C -1.65 0.12 3.00
C -2.77 0.69 3.61
C -2.68 1.84 4.37
C -3.83 2.39 4.97
N -4.77 2.83 5.46
C -1.42 2.47 4.53
C -0.30 1.89 3.96
C -0.37 0.72 3.21
S 1.10 0.05 2.60
C -1.32 3.67 5.26
N -1.22 4.66 5.84
H -3.72 0.19 3.49
H 0.67 2.35 4.11
C 3.66 3.18 -2.55
N 3.14 1.90 -2.98
C 4.00 1.22 -3.93
C 3.64 -0.26 -3.79
N 2.68 -0.27 -2.73
C 1.85 -1.42 -2.57
C 2.43 0.97 -2.21
N 1.65 1.15 -1.21
C 1.25 2.48 -0.83
C 0.60 2.59 0.56
N -0.72 2.05 0.62
C -1.77 2.71 0.92
N -3.01 2.12 0.90
C -3.40 0.97 0.13
C -4.07 3.06 1.18
C -3.32 4.26 1.74
N -1.95 4.04 1.32
C -0.98 4.90 1.95
H 4.35 3.53 -3.32
H 4.21 3.11 -1.61
H 2.88 3.93 -2.47
H 5.05 1.39 -3.69
H 3.81 1.60 -4.94
H 4.51 -0.88 -3.53
H 3.20 -0.67 -4.71
H 1.77 -1.94 -3.53
H 0.85 -1.11 -2.26
H 2.28 -2.10 -1.83
H 0.54 2.86 -1.58
H 2.11 3.15 -0.78
H 0.64 3.66 0.81
H 1.24 2.04 1.26
H -2.52 0.41 -0.16
H -3.93 1.28 -0.78
H -4.05 0.34 0.74
H -4.78 2.64 1.90
H -4.62 3.32 0.26
H -3.39 4.29 2.84
H -3.68 5.21 1.34
H -1.52 5.66 2.53
H -0.38 5.44 1.21
H -0.32 4.37 2.64
N -0.94 0.28 -1.90
C -1.52 1.08 -2.53
N -2.05 2.04 -3.13
C -2.77 2.22 -4.17
N -3.40 2.55 -5.08
*
```

Atom charges from the Löwdin analysis, given in e for atoms 1 to 2: Tl 0.801; Br 0.622


Q:
Density functional theory data (ωB97M-V/def2-TZVPD) for C28H26Br4N11O2S2Tl as an isolated structure.

**LUMO energy**: 0.1334 hartree

```
! RIJCOSX wB97M-V def2-TZVPD def2/J DEFGRID3
* xyz -2 1
Tl -0.89 -0.30 -0.10
Br -2.24 -6.57 -3.74
C -2.40 -5.08 -2.59
C -3.49 -4.95 -1.76
Br -4.83 -6.29 -1.71
C -3.59 -3.83 -0.94
Br -5.12 -3.58 0.16
C -2.63 -2.83 -0.89
O -2.74 -1.80 -0.14
C -1.44 -2.99 -1.72
O -0.49 -2.14 -1.65
C -1.41 -4.10 -2.56
Br 0.07 -4.22 -3.76
S -2.72 0.44 1.86
C -3.06 1.74 0.78
C -4.36 1.95 0.35
C -4.70 3.04 -0.44
C -6.03 3.24 -0.83
N -7.12 3.40 -1.15
C -3.68 3.95 -0.83
C -2.36 3.69 -0.49
C -2.03 2.60 0.31
S -0.38 2.31 0.71
C -4.01 5.14 -1.50
N -4.26 6.15 -1.98
H -5.13 1.25 0.67
H -1.58 4.36 -0.82
C 0.31 0.07 3.64
N 1.22 1.16 3.87
C 0.70 2.32 4.54
C 1.82 3.34 4.32
N 2.41 2.90 3.07
C 3.74 3.40 2.80
C 2.07 1.55 2.85
N 2.45 0.71 1.99
C 3.18 0.94 0.79
C 2.29 0.59 -0.43
N 1.63 -0.67 -0.20
C 2.04 -1.77 -0.73
N 1.85 -2.97 -0.14
C 1.06 -3.19 1.03
C 2.35 -4.06 -0.94
C 3.20 -3.33 -1.98
N 2.82 -1.93 -1.86
C 2.46 -1.20 -3.07
H 0.21 -0.53 4.55
H 0.71 -0.54 2.84
H -0.68 0.44 3.35
H 0.52 2.11 5.60
H -0.25 2.66 4.08
H 2.55 3.30 5.14
H 1.45 4.36 4.22
H 3.96 4.21 3.50
H 3.81 3.80 1.79
H 4.50 2.62 2.92
H 4.05 0.26 0.79
H 3.54 1.97 0.65
H 2.91 0.61 -1.33
H 1.53 1.37 -0.50
H 1.03 -2.25 1.58
H 1.53 -3.97 1.64
H 0.04 -3.49 0.78
H 1.53 -4.63 -1.41
H 2.94 -4.75 -0.33
H 3.02 -3.69 -3.00
H 4.27 -3.42 -1.76
H 2.21 -1.91 -3.86
H 3.29 -0.57 -3.40
H 1.58 -0.59 -2.89
N -1.43 0.77 -2.02
C -1.25 1.50 -2.92
N -1.18 2.40 -3.78
C -0.82 2.60 -4.99
N -0.52 2.93 -6.06
*
```

Atom charges from the Löwdin analysis, given in e for atoms 1 to 2: Tl 0.821; Br 0.635


Tell me which of them is the most stable. Sure, it is Q.


P:
Density functional theory data (ωB97M-V/def2-TZVPD) for C5H10N as an isolated structure.

**LUMO energy**: -0.1850 hartree

```
! RIJCOSX wB97M-V def2-TZVPD def2/J DEFGRID3
* xyz 1 1
C 0.45 1.57 1.42
C 0.19 -0.81 1.16
C -0.15 -0.34 -0.30
C 1.01 -0.47 -1.22
C -1.52 -0.21 -0.91
N 0.11 0.53 0.81
H 0.52 2.54 0.81
H 0.69 1.68 2.48
H -0.75 -1.42 1.98
H 1.25 -1.24 1.36
H 1.20 -1.41 -1.76
H 1.86 -0.18 -0.76
H 0.82 0.34 -2.00
H -2.26 -0.06 -0.22
H -1.88 -1.13 -1.29
H -1.53 0.59 -1.55
*
```

Atom charges from the natural (NBO) analysis, given in e for atoms 1 to 2: C 0.138; C -0.250


Q:
Density functional theory data (ωB97M-V/def2-TZVPD) for an isolated ion of composition C5H10N and charge +1.

**LUMO energy**: -0.1293 hartree

```
! RIJCOSX wB97M-V def2-TZVPD def2/J DEFGRID3
* xyz 1 1
C 2.27 0.16 -0.23
C 1.01 0.64 0.28
C -1.14 0.56 -0.93
C -1.43 0.78 0.50
C -0.27 -1.45 0.31
N -0.26 0.00 0.10
H 3.15 0.74 -0.04
H 2.35 -0.76 -0.78
H 1.00 1.57 0.82
H -1.72 -0.14 -1.50
H -0.71 1.37 -1.51
H -1.24 1.75 0.94
H -2.24 0.24 0.97
H -1.28 -1.80 0.49
H 0.13 -1.95 -0.58
H 0.36 -1.69 1.17
*
```

Atom charges from the natural (NBO) analysis, given in e for atoms 1 to 2: C -0.292; C -0.079


R:
Density functional theory data (ωB97M-V/def2-TZVPD) for an isolated ion of composition C5H10N and charge +1.

**LUMO energy**: -0.1343 hartree

```
! RIJCOSX wB97M-V def2-TZVPD def2/J DEFGRID3
* xyz 1 1
C -1.67 -0.03 0.11
C -0.48 -0.03 0.29
C -3.09 -0.03 -0.10
C 1.59 1.25 -0.13
C 0.95 0.02 0.50
N 1.57 -1.22 -0.12
H -3.59 0.35 0.79
H -3.44 -1.05 -0.29
H -3.35 0.60 -0.95
H 1.38 1.29 -1.19
H 2.66 1.26 0.04
H 1.16 2.14 0.32
H 1.17 -0.02 1.58
H 1.37 -1.22 -1.13
H 1.17 -2.08 0.28
H 2.59 -1.22 0.01
*
```

Atom charges from the natural (NBO) analysis, given in e for atoms 1 to 2: C 0.174; C -0.184


Tell me which of them is the most stable. Sure, it is R.


P:
Density functional theory data (ωB97M-V/def2-TZVPD) for a 4-piece molecular cluster, C4H11NP overall.

**LUMO energy (spin up / spin down)**: -0.1958 / -0.1906 hartree

```
! RIJCOSX wB97M-V def2-TZVPD def2/J DEFGRID3
* xyz 1 1
C 0.66 0.00 -3.36
C 0.01 0.08 -2.20
C -0.68 -0.25 3.19
C -1.19 -0.56 1.87
N -0.45 -1.07 0.90
P 0.59 0.85 -0.68
H 1.51 0.66 -3.60
H 0.33 -0.60 -4.22
H -0.98 -0.56 -1.98
H -1.18 -0.96 3.94
H -1.05 0.84 3.46
H 0.48 -0.44 3.30
H -2.33 -0.44 1.72
H 1.96 2.08 -1.55
H -0.76 -1.15 -0.02
H 0.60 -1.26 1.03
H 2.47 2.77 -1.79
*
```

Atom charges from the natural (NBO) analysis, given in e for atoms 1 to 2: C -0.293; C -0.675


Q:
Density functional theory data (ωB97M-V/def2-TZVPD) for a 2-piece molecular cluster, C4H11NP overall.

**LUMO energy**: -0.1608 hartree

```
! RIJCOSX wB97M-V def2-TZVPD def2/J DEFGRID3
* xyz 1 1
C -0.25 0.31 -0.29
C 0.24 -0.84 -1.04
C -2.09 1.50 -1.45
C -1.12 1.26 -0.32
N 2.17 -1.13 1.74
P 0.97 0.35 2.12
H -0.35 -0.91 -1.96
H 0.11 -1.77 -0.50
H 1.28 -0.72 -1.34
H -1.83 2.42 -1.95
H -2.08 0.68 -2.16
H -3.09 1.60 -1.03
H -1.21 1.98 0.48
H 1.67 -2.01 1.58
H 2.82 -1.27 2.52
H 2.72 -0.90 0.91
H 0.03 -0.55 2.67
*
```

Atom charges from the natural (NBO) analysis, given in e for atoms 1 to 2: C 0.180; C -0.733


Tell me which of them is the most stable. Sure, it is Q.


P:
Density functional theory data (ωB97M-V/def2-TZVPD) for C4H13N3 as an isolated structure.

**LUMO energy**: -0.3390 hartree

```
! RIJCOSX wB97M-V def2-TZVPD def2/J DEFGRID3
* xyz 2 1
C -0.63 -0.68 -0.05
C 0.01 0.58 -0.31
C 0.97 0.23 0.84
C 1.67 -0.95 0.66
N 2.28 -1.27 -0.51
N 0.89 1.31 1.89
N -2.56 0.11 -1.67
H -0.80 -1.48 -0.78
H -1.30 -0.68 0.80
H 0.21 0.75 -1.38
H -0.66 1.45 -0.22
H 2.05 -1.47 1.53
H 1.86 -1.10 -1.43
H 2.51 -2.27 -0.56
H 1.59 2.03 1.68
H 1.03 0.97 2.85
H -0.02 1.73 1.75
H -3.17 -0.50 -1.12
H -2.85 1.07 -1.42
H -3.10 0.19 -2.54
*
```

Atom charges from the natural (NBO) analysis, given in e for atoms 1 to 2: C 0.005; C -0.587


Q:
Density functional theory data (ωB97M-V/def2-TZVPD) for an isolated ion of composition C4H13N3 and charge +2.

**LUMO energy**: -0.2400 hartree

```
! RIJCOSX wB97M-V def2-TZVPD def2/J DEFGRID3
* xyz 2 1
C 1.77 -0.70 0.29
C 0.48 -0.07 0.81
C -0.55 0.22 -0.26
C -1.81 -0.17 0.01
N -2.97 0.24 -0.81
N -0.14 0.93 -1.36
N 2.94 -0.44 1.25
H 1.79 -1.74 0.00
H 2.12 -0.23 -0.63
H 0.71 0.85 1.35
H 0.00 -0.75 1.50
H -2.07 -0.70 0.90
H -2.71 0.95 -1.48
H -3.37 -0.57 -1.28
H -3.76 0.61 -0.26
H -0.70 1.27 -2.11
H 0.80 1.26 -1.31
H 2.61 -0.51 2.22
H 3.43 0.44 1.06
H 3.61 -1.21 1.16
*
```

Atom charges from the natural (NBO) analysis, given in e for atoms 1 to 2: C -0.220; C -0.467


Tell me which of them is the most stable. Sure, it is Q.


P:
Density functional theory data (ωB97M-V/def2-TZVPD) for a 2-piece molecular cluster, C4H13N3 overall.

**LUMO energy (spin up / spin down)**: -0.3363 / -0.3362 hartree

```
! RIJCOSX wB97M-V def2-TZVPD def2/J DEFGRID3
* xyz 2 1
C -1.84 -0.23 0.04
C 0.44 1.71 -0.51
C 1.24 -0.60 0.59
C 0.54 0.25 -0.41
N -2.56 -0.91 -0.84
N -2.31 0.58 0.88
N 2.67 -1.03 0.24
H -0.41 1.97 -1.35
H 0.23 2.18 0.45
H 1.21 2.18 -1.11
H 0.83 -1.59 0.77
H 1.28 -0.08 1.59
H 0.70 -0.25 -1.49
H -2.20 -1.84 -1.15
H -3.56 -0.93 -0.84
H -1.89 1.26 1.43
H -3.33 0.67 0.97
H 3.27 -0.22 0.53
H 2.78 -1.25 -0.75
H 2.92 -1.87 0.97
*
```

Atom charges from the natural (NBO) analysis, given in e for atoms 1 to 2: C 0.534; C -0.745


Q:
Density functional theory data (ωB97M-V/def2-TZVPD) for an isolated ion of composition C4H13N3 and charge +2.

**LUMO energy**: -0.2433 hartree

```
! RIJCOSX wB97M-V def2-TZVPD def2/J DEFGRID3
* xyz 2 1
C -1.52 -1.02 -0.64
C -0.39 -0.03 -0.85
C 0.55 -0.10 0.37
N 2.20 1.18 2.41
C 2.37 1.37 1.12
N 1.70 0.77 0.17
N -2.61 -1.09 -1.66
H -1.98 -0.75 0.32
H -1.24 -2.06 -0.40
H -0.78 0.99 -0.95
H 0.24 -0.18 -1.72
H -0.01 0.04 1.30
H 0.92 -1.12 0.39
H 2.84 1.64 3.04
H 1.28 1.00 2.80
H 3.20 1.98 0.77
H 2.10 0.74 -0.75
H -2.50 -1.81 -2.38
H -3.50 -1.34 -1.22
H -2.87 -0.20 -2.12
*
```

Atom charges from the natural (NBO) analysis, given in e for atoms 1 to 2: C -0.239; C -0.426


Tell me which of them is the most stable. Sure, it is Q.


P:
Density functional theory data (ωB97M-V/def2-TZVPD) for a 2-piece molecular cluster, C2H5NOP2 overall.

**LUMO energy (spin up / spin down)**: -0.0114 / -0.0115 hartree

```
! RIJCOSX wB97M-V def2-TZVPD def2/J DEFGRID3
* xyz 0 1
C 0.84 0.22 0.48
C -0.30 -0.34 1.27
N -1.40 -0.46 -1.33
O 0.37 -1.20 0.50
P -0.65 -1.86 -1.54
P -2.49 -0.01 -0.18
H 0.61 0.59 -0.58
H 1.79 0.44 0.85
H -0.50 -0.55 2.30
H 0.56 -1.46 -2.24
H -2.66 1.24 -0.78
*
```

Atom charges from the natural (NBO) analysis, given in e for atoms 1 to 2: C -0.132; C -0.009


Q:
Density functional theory data (ωB97M-V/def2-TZVPD) for the molecule C2H5NOP2.

**LUMO energy**: -0.0302 hartree

```
! RIJCOSX wB97M-V def2-TZVPD def2/J DEFGRID3
* xyz 0 1
C -1.10 1.27 1.47
C 0.37 1.10 0.80
N 0.70 -0.69 -1.10
O 0.06 1.39 2.21
P 1.02 -0.62 0.44
P 1.03 -1.80 -2.30
H -1.82 2.07 1.30
H -1.50 0.24 1.81
H 0.78 1.97 0.24
H 0.58 -3.01 -1.66
H -0.12 -1.91 -3.21
*
```

Atom charges from the natural (NBO) analysis, given in e for atoms 1 to 2: C -0.072; C -0.315


Tell me which of them is the most stable. Sure, it is Q.